(1)
{
  "formula": "C43H42MgP2",
  "method": "wB97M-V/def2-TZVPD",
  "max_force_ha_per_bohr": 0.1046,
  "lumo_ev": [0.0, 0.0],
  "homo_lumo_gap_ev": [4.737, 4.372],
  "multiplicity": 1,
  "total_charge": 0,
  "homo_ev": [-4.7, -4.4],
  "species": ["Mg", "C", "C", "C", "C", "C", "C", "C", "C", "C", "H", "H", "H", "H", "H", "H", "H", "H", "H", "H", "H", "H", "H", "H", "H", "P", "P", "C", "C", "C", "C", "C", "C", "C", "C", "C", "C", "C", "C", "C", "C", "C", "C", "C", "C", "C", "C", "C", "C", "C", "C", "C", "C", "H", "H", "H", "H", "H", "H", "H", "H", "H", "H", "H", "H", "H", "H", "H", "H", "H", "H", "H", "H", "H", "H", "C", "C", "C", "C", "C", "C", "C", "C", "H", "H", "H", "H", "H"],
  "positions_angstrom": [[-0.03804, 1.40992, -0.14168], [-1.89289, 1.06167, -3.52836], [-1.81658, -0.23345, -3.27170], [-1.24665, -1.23100, -4.20622], [0.14425, -0.90403, -4.83329], [1.04302, -0.06363, -3.98120], [0.95105, 1.24141, -3.80707], [0.11662, 2.13385, -4.69024], [-1.36849, 1.72496, -4.76053], [1.88576, 0.09668, 2.19981], [-2.46593, 1.75879, -2.90174], [-2.39224, -0.68150, -2.43631], [-1.96418, -1.37463, -5.05279], [-1.18043, -2.21247, -3.69449], [0.65474, -1.86751, -4.97750], [0.02245, -0.44652, -5.82612], [1.89777, -0.62187, -3.53264], [1.63219, 1.77862, -3.13764], [0.52219, 2.07873, -5.72410], [0.20018, 3.17590, -4.35092], [-1.98266, 2.62149, -4.98240], [-1.48852, 0.99666, -5.57303], [1.22970, 0.93959, 2.36864], [2.69213, 0.15363, 2.93879], [1.35436, -0.83851, 2.34664], [-1.62161, -0.58938, 0.62088], [2.43665, 0.05993, 0.48921], [-0.15439, -1.10129, -0.29791], [1.04693, -0.44957, -0.54019], [-2.57045, -2.13164, 0.70900], [-2.94678, -2.99326, -0.35907], [-3.68617, -4.16245, -0.09085], [-3.99364, -4.49741, 1.23528], [-3.58362, -3.67492, 2.29135], [-2.85805, -2.51052, 2.02411], [-2.61619, 0.52497, -0.40362], [-2.07813, 1.84436, -0.70976], [-2.97554, 2.93270, -0.68970], [-4.35136, 2.72930, -0.76046], [-4.86937, 1.42748, -0.78525], [-4.01608, 0.33378, -0.57004], [3.78706, -1.07124, 0.41615], [3.56607, -2.41174, 0.77884], [4.66352, -3.25331, 0.93924], [5.95102, -2.78134, 0.65455], [6.14895, -1.46926, 0.21469], [5.06085, -0.60637, 0.06810], [2.90001, 1.68519, -0.21297], [2.63331, 2.81126, 0.58783], [2.79589, 4.11377, 0.09237], [3.21396, 4.33967, -1.22553], [3.44310, 3.22047, -2.04936], [3.35587, 1.90963, -1.53856], [-0.39025, -1.91455, -0.96611], [1.47447, -0.52677, -1.54119], [-2.68081, -2.78026, -1.40527], [-4.01795, -4.82401, -0.90244], [-4.53313, -5.42908, 1.45949], [-3.80345, -3.93336, 3.33045], [-2.49061, -1.86431, 2.83596], [-1.16444, 2.00776, -1.38939], [-2.55174, 3.93168, -0.61220], [-5.03794, 3.57458, -0.78083], [-5.94402, 1.25595, -0.91828], [-4.44849, -0.66823, -0.48041], [2.54098, -2.77467, 0.90654], [4.51392, -4.27863, 1.25822], [6.80729, -3.45294, 0.75482], [7.14319, -1.11156, -0.03239], [5.17842, 0.40674, -0.33210], [2.31373, 2.67278, 1.62733], [2.60495, 4.97621, 0.74744], [3.35972, 5.37005, -1.61254], [3.70543, 3.40365, -3.09379], [3.61616, 1.08099, -2.19037], [-1.20544, 0.05926, 2.18956], [-1.04358, 0.18527, 3.37483], [-0.96692, 0.19827, 4.86253], [-1.95709, 0.60083, 5.80412], [-1.86010, 0.42550, 7.20709], [-0.71311, -0.14215, 7.77394], [0.28606, -0.57624, 6.90045], [0.15126, -0.39007, 5.51331], [-2.90250, 1.01193, 5.45394], [-2.66429, 0.71721, 7.87960], [-0.60187, -0.25303, 8.85069], [1.15694, -1.07478, 7.31135], [0.93357, -0.80962, 4.88340]],
  "atomic_forces_ev_per_a": [[0.6, -0.2, 0.7], [-0.9, 1.1, 0.2], [-1.3, -0.5, 0.4], [0.3, -0.8, -0.7], [0.2, -0.5, -0.3], [1.0, -0.9, 0.3], [0.6, 0.9, -0.5], [-0.2, 0.0, -0.1], [-0.1, -0.1, -0.5], [1.0, 0.5, 0.3], [0.2, -0.8, -0.2], [0.7, 0.7, -0.5], [0.4, 0.0, 0.5], [0.0, 0.5, -0.2], [-0.2, 0.3, -0.2], [0.0, -0.1, 0.2], [-0.9, 0.5, 0.1], [-0.2, -0.5, -0.3], [-0.1, 0.2, 0.5], [0.0, -0.2, -0.1], [0.3, -0.6, 0.0], [-0.1, 0.4, -0.1], [-0.4, -0.1, 0.1], [0.2, 0.0, -0.3], [-0.3, -0.1, -0.1], [0.9, -0.9, -2.9], [-1.9, -1.3, -1.5], [-2.8, -1.4, 2.3], [3.2, 3.3, 0.1], [-0.2, -1.1, 0.1], [-0.3, 0.0, 0.3], [0.4, 0.4, 0.3], [0.0, 0.0, 0.3], [0.1, -0.1, -0.2], [-0.3, -0.1, 0.0], [-1.0, -0.4, 1.3], [1.2, 0.1, 0.6], [-1.1, 0.5, -0.3], [1.1, 0.6, 0.2], [0.0, -1.4, -0.2], [-0.2, 0.8, 0.2], [1.2, 0.2, 0.1], [0.2, 0.2, 0.0], [0.0, 0.3, -0.4], [0.0, 0.1, 0.1], [-0.2, -0.1, -0.2], [0.2, -0.6, 0.2], [0.6, 0.7, 0.0], [0.1, 0.3, 0.0], [0.2, 0.3, 0.0], [-0.2, -0.5, 0.0], [0.2, 0.1, 0.5], [-0.2, 0.5, 0.4], [-0.3, -0.3, 0.0], [-0.2, 0.2, 0.0], [-0.1, 0.1, 0.6], [0.3, 0.4, 0.3], [0.2, 0.5, -0.2], [0.0, 0.0, -0.4], [-0.4, -0.5, -0.3], [-1.7, -0.2, -0.1], [-0.3, 0.0, -0.3], [0.2, -0.1, 0.1], [0.5, 0.1, 0.1], [0.2, 0.4, 0.1], [0.4, 0.2, 0.2], [0.0, 0.1, -0.1], [-0.3, 0.2, 0.0], [0.0, -0.1, 0.0], [0.1, -0.4, 0.4], [0.1, 0.1, -0.5], [0.1, -0.5, -0.3], [-0.2, -0.9, 0.3], [0.1, -0.3, 0.3], [-0.2, 0.0, 0.1], [-0.3, 0.5, -3.4], [-0.3, 0.4, 5.4], [0.3, -0.6, 0.2], [-0.9, 0.2, 0.1], [0.8, -0.1, -0.8], [-0.1, 0.1, -0.6], [-0.5, 0.4, -0.5], [0.5, -0.6, -0.2], [0.2, 0.0, -0.2], [0.0, 0.1, -0.4], [-0.1, 0.0, -0.2], [0.1, 0.1, -0.2], [0.0, 0.1, 0.1]]
}

---

(2)
{
  "formula": "ClH26O17",
  "method": "wB97M-V/def2-TZVPD",
  "max_force_ha_per_bohr": 0.0788,
  "lumo_ev": 2.4,
  "e_above_lowest_ev": 0.637,
  "homo_lumo_gap_ev": 10.118,
  "multiplicity": 1,
  "total_charge": -1,
  "homo_ev": -7.7,
  "species": ["Cl", "O", "O", "O", "O", "O", "H", "H", "O", "H", "H", "O", "H", "H", "O", "H", "H", "O", "H", "H", "O", "H", "H", "O", "H", "H", "O", "H", "H", "O", "H", "H", "O", "H", "H", "O", "H", "H", "O", "H", "H", "O", "H", "H"],
  "positions_angstrom": [[-31.57959, 1.08604, 5.72964], [-31.97009, -0.18451, 6.38091], [-32.36292, 2.20140, 6.31992], [-30.12440, 1.29071, 6.02868], [-31.76500, 1.02572, 4.20772], [-31.96247, -1.78168, 3.87803], [-31.08383, -1.80578, 4.25038], [-32.31020, -1.13697, 4.47959], [-27.56798, 1.76189, 5.34204], [-27.75274, 2.30676, 4.57321], [-28.51085, 1.60053, 5.57242], [-28.60999, 0.31033, 2.94806], [-27.82950, 0.70587, 2.67449], [-29.26090, 1.03632, 2.96639], [-28.46957, -0.33106, 7.51875], [-27.78046, 0.24958, 7.70247], [-29.18243, 0.00875, 8.07041], [-32.77527, 2.42179, 1.10581], [-32.36747, 1.56703, 1.32838], [-32.93410, 2.88545, 1.93433], [-30.75888, -2.41733, 7.25313], [-31.25906, -1.60112, 7.18461], [-31.12645, -2.88053, 6.54404], [-32.19911, 3.91316, 3.33614], [-32.43243, 3.47418, 4.18188], [-31.67814, 4.70411, 3.43334], [-29.50420, 2.82754, 3.44877], [-30.32077, 2.52777, 3.83565], [-29.60252, 3.68846, 3.00479], [-30.47546, 4.12787, 6.37160], [-30.07091, 3.54521, 5.76718], [-31.12197, 3.61234, 6.86805], [-28.64028, 2.55594, 8.34238], [-28.75685, 3.49465, 8.16185], [-29.15824, 2.10015, 7.68922], [-29.49622, -1.74214, 4.75886], [-29.11565, -0.98453, 4.39303], [-29.34559, -1.64979, 5.68885], [-31.19795, -0.06083, 1.66649], [-31.65931, -0.20410, 2.52567], [-31.09445, -0.93752, 1.33560], [-32.06645, 2.18400, 9.39068], [-31.62489, 1.36785, 9.38873], [-32.47857, 2.26488, 8.52267]],
  "atomic_forces_ev_per_a": [[0.9, -0.7, -0.4], [-0.2, 2.2, -1.4], [0.6, -1.6, -1.2], [-3.0, 0.0, -0.6], [0.2, 0.6, 4.0], [-1.1, -0.4, -0.6], [1.6, -0.5, 0.0], [-1.0, 0.4, 0.3], [-0.8, 0.3, 0.2], [0.4, 0.2, -0.3], [1.2, -0.4, 0.1], [-2.5, -1.2, 0.7], [2.3, 1.1, -0.6], [0.4, -0.5, -0.3], [-1.9, -1.6, -0.2], [2.2, 1.7, 0.3], [0.0, -0.3, -0.1], [-0.2, -0.4, -0.4], [0.0, 0.3, -0.1], [0.3, -0.1, 0.0], [0.7, 0.8, 1.8], [0.2, 0.3, 0.3], [-0.7, -1.6, -1.9], [-0.8, -0.9, 0.2], [0.5, 0.9, -0.4], [0.0, 0.3, 0.8], [1.4, 0.9, -0.3], [-1.0, 0.2, -0.2], [-0.5, -0.8, 0.3], [-0.6, 1.9, 1.2], [0.8, -1.2, -1.0], [0.2, 0.0, -0.2], [0.5, 0.2, 0.9], [-0.2, -0.1, -0.2], [-0.4, 0.0, -0.6], [-0.8, -2.0, 0.3], [1.3, 2.2, -1.5], [0.1, -0.1, 1.3], [-0.9, 1.1, 0.9], [0.6, -0.3, -0.7], [0.2, -0.9, -0.3], [-1.1, 1.8, 0.0], [0.9, -1.7, -0.1], [0.1, -0.2, 0.0]]
}

---

(3)
{
  "formula": "C2H8FN2O",
  "method": "wB97M-V/def2-TZVPD",
  "max_force_ha_per_bohr": 0.0593,
  "lumo_ev": -4.7,
  "e_above_lowest_ev": 2.579,
  "homo_lumo_gap_ev": 9.684,
  "multiplicity": 1,
  "total_charge": 1,
  "homo_ev": -14.4,
  "species": ["C", "C", "N", "N", "O", "F", "H", "H", "H", "H", "H", "H", "H", "H"],
  "positions_angstrom": [[-1.79605, -0.41502, -0.38964], [-0.47613, -0.08144, 0.19630], [2.96354, 0.62901, 0.21169], [0.16757, 1.04345, 0.04211], [-2.37443, 0.73589, -0.98416], [2.50419, -0.49677, -0.44074], [-2.44599, -0.92199, 0.31265], [-1.43239, -1.09061, -1.15252], [0.06003, -0.86406, 0.65176], [3.48232, 1.11999, -0.51318], [3.32258, 0.21079, 1.06907], [0.97945, 1.39516, 0.51077], [-0.25112, 1.85341, -0.44613], [-3.18581, 0.36893, -1.48045]],
  "atomic_forces_ev_per_a": [[0.9, 1.8, -0.6], [0.7, 2.3, -0.5], [-1.2, 0.6, 0.6], [-3.0, 0.4, -0.5], [-1.7, -1.7, -0.7], [-0.7, -1.2, -0.9], [0.0, -0.2, 0.3], [-0.3, -0.9, -0.5], [0.5, -0.8, 0.9], [0.9, -0.3, 0.9], [1.2, 0.9, -0.5], [1.5, -1.2, 0.4], [-0.5, -1.0, 0.1], [1.7, 1.3, 1.0]]
}

---

(4)
{
  "formula": "C28H29Br3N5O13V",
  "method": "wB97M-V/def2-TZVPD",
  "max_force_ha_per_bohr": 0.3751,
  "lumo_ev": -1.9,
  "homo_lumo_gap_ev": 6.358,
  "multiplicity": 1,
  "total_charge": 0,
  "homo_ev": -8.3,
  "species": ["O", "V", "O", "C", "C", "O", "H", "H", "H", "H", "H", "C", "N", "O", "O", "H", "H", "H", "C", "C", "C", "C", "C", "C", "N", "O", "O", "H", "H", "H", "H", "H", "C", "C", "C", "C", "C", "C", "N", "O", "O", "H", "H", "H", "H", "H", "C", "C", "C", "C", "C", "C", "N", "O", "O", "H", "H", "H", "H", "H", "C", "C", "C", "C", "C", "C", "N", "O", "O", "H", "H", "H", "H", "H", "C", "Br", "Br", "Br", "H"],
  "positions_angstrom": [[-18.16898, 20.27104, 18.33813], [-19.27749, 20.88886, 19.27969], [-19.78693, 19.94303, 20.50520], [-17.65320, 21.06386, 21.01572], [-17.73431, 22.39073, 20.15356], [-18.82751, 22.51680, 19.22565], [-17.94077, 20.16334, 20.47308], [-18.17466, 21.04742, 21.97275], [-16.62032, 20.96529, 21.34971], [-16.77805, 22.62472, 19.68568], [-17.71753, 23.22625, 20.85336], [-19.50645, 25.89548, 20.76223], [-18.22678, 25.07546, 20.44061], [-17.21621, 25.21133, 21.11145], [-18.46165, 24.15863, 19.61751], [-19.64996, 25.88150, 21.84265], [-20.40431, 25.56992, 20.23692], [-19.29286, 26.90834, 20.42077], [-16.57758, 23.78585, 23.49940], [-17.56488, 23.54100, 22.55185], [-18.64061, 22.64779, 22.89192], [-18.63617, 22.01704, 24.15588], [-17.67562, 22.32909, 25.10620], [-16.64549, 23.14403, 24.70641], [-19.70940, 21.20404, 24.58103], [-19.89645, 20.87890, 25.75363], [-20.48861, 20.83206, 23.69021], [-15.66924, 24.35866, 23.38443], [-17.46648, 23.84228, 21.51940], [-19.30476, 22.37497, 22.08516], [-17.83833, 21.84753, 26.05910], [-15.89719, 23.28630, 25.47205], [-15.13573, 23.40111, 18.26085], [-14.38918, 24.34688, 17.63044], [-14.30357, 25.60539, 18.23403], [-15.02075, 26.00789, 19.37232], [-15.72314, 24.99540, 19.97189], [-15.78786, 23.69337, 19.46208], [-15.05317, 27.38454, 19.85869], [-15.55528, 27.63737, 20.98579], [-14.31647, 28.18932, 19.27278], [-15.26077, 22.47892, 17.71283], [-13.76252, 24.26180, 16.75496], [-13.73500, 26.34989, 17.69659], [-16.20416, 25.10918, 20.93214], [-16.39141, 22.95642, 19.97104], [-13.28589, 23.96489, 22.69069], [-12.91744, 23.07481, 23.74956], [-13.73922, 21.95117, 23.93073], [-14.85308, 21.69659, 23.01160], [-15.14136, 22.61030, 21.96201], [-14.39359, 23.78095, 21.82049], [-15.69341, 20.55631, 23.19972], [-15.43262, 19.79310, 24.14878], [-16.74038, 20.25116, 22.53142], [-12.73224, 24.88391, 22.56709], [-12.16745, 23.34936, 24.47657], [-13.47141, 21.37837, 24.80628], [-16.02728, 22.46687, 21.36118], [-14.62356, 24.55251, 21.10061], [-22.01178, 21.47297, 22.85812], [-22.92185, 22.52151, 22.52569], [-22.61922, 23.36294, 21.46712], [-21.46259, 23.19516, 20.77590], [-20.63183, 22.15929, 21.06209], [-20.88440, 21.30413, 22.10594], [-21.03776, 24.16173, 19.77658], [-20.05108, 23.94544, 19.11074], [-21.81695, 25.06348, 19.61374], [-22.26460, 20.81897, 23.67956], [-23.84661, 22.56147, 23.08212], [-23.41050, 24.02047, 21.13858], [-19.69760, 22.03182, 20.53544], [-20.22715, 20.51241, 22.43401], [-16.05882, 20.35030, 18.82084], [-16.28302, 19.05152, 20.46192], [-15.89149, 19.34287, 17.11323], [-14.29398, 21.24177, 19.06376], [-16.89572, 21.03838, 18.70143]],
  "atomic_forces_ev_per_a": [[-3.0, -2.1, -1.9], [-1.4, -5.0, 0.0], [-0.4, -1.7, -2.5], [-2.9, 4.5, -4.3], [-3.8, -5.3, 1.3], [4.6, -5.9, -0.9], [0.2, 0.6, 0.7], [-0.7, 0.3, -1.6], [-1.3, 1.4, -2.8], [-12.7, -11.6, -8.7], [-1.1, -4.2, -2.5], [1.7, 1.6, 0.3], [-5.1, 2.1, -1.6], [-12.6, 4.0, 3.9], [9.3, 11.3, 2.8], [0.3, 0.0, 0.0], [1.8, 1.6, 0.8], [0.1, 0.1, 0.3], [-1.0, 0.5, 0.6], [-1.7, -1.9, 4.3], [2.2, 1.1, 1.0], [0.3, 2.3, -0.3], [-0.7, -0.6, -0.9], [-0.1, -0.1, 2.6], [-1.1, -1.4, 1.7], [0.8, 0.6, -0.4], [6.5, -1.4, 13.2], [-0.8, 0.5, -0.2], [0.6, 0.1, 5.0], [0.7, 0.9, 1.4], [0.6, 0.2, 0.3], [0.3, 0.4, -0.2], [-2.2, 0.5, -1.3], [1.0, 2.4, 1.0], [0.0, 1.6, -0.7], [-0.2, -1.2, -2.2], [5.1, -0.6, -4.4], [4.0, 5.2, -2.4], [2.5, 1.0, 2.1], [0.1, -0.8, -2.4], [-1.6, -0.8, 0.3], [-0.8, 1.0, -0.3], [-0.4, -0.7, -0.2], [0.2, 0.2, 0.1], [7.0, 0.0, -1.4], [13.1, 10.4, 7.2], [-0.4, -0.4, 0.0], [-2.5, 0.2, -1.6], [-0.5, 0.5, -1.1], [2.1, 1.3, -0.6], [1.2, -0.9, 0.7], [3.2, -1.4, 2.1], [-2.0, -4.0, 2.8], [0.7, 1.5, -0.9], [5.6, -0.9, 8.1], [0.2, 0.1, 0.0], [0.2, -0.2, -0.2], [-0.6, -0.7, -0.2], [1.1, -0.3, 0.8], [0.8, -0.7, 1.0], [-5.8, 2.3, -1.6], [1.5, -1.7, 0.2], [-2.2, 0.5, 0.5], [1.1, 0.6, 0.0], [-0.6, -0.4, -0.2], [-2.6, -0.1, -6.5], [-1.8, -4.6, -1.6], [-11.1, 2.1, -2.5], [-2.1, 3.0, -0.9], [-1.1, 0.1, -0.6], [-0.1, 0.3, -0.1], [0.4, 0.5, 0.0], [-1.7, 1.6, 1.9], [-0.3, -0.8, -5.3], [3.3, -2.0, 0.2], [3.3, -3.2, -4.4], [0.1, 0.4, 1.0], [1.4, -3.9, 1.9], [1.4, 0.1, 0.2]]
}